No. 1
The following is a DFT calculation (wB97M-V/def2-TZVPD) of one molecule with the formula C2H3F2OP at a distorted geometry.

Geometry as XYZ:
```
9
Properties=species:S:1:pos:R:3:lowdin_charge:R:1
O 1.543 1.963 -1.068 -0.169
C 0.683 0.987 -0.236 -0.144
C 1.198 0.252 0.850 -0.220
P 3.074 -0.239 0.445 1.117
F 2.436 -1.982 1.064 -0.459
F 2.892 -0.274 -1.218 -0.348
H 2.451 1.381 -1.095 0.069
H -0.152 1.597 -0.488 0.091
H 0.424 0.180 1.615 0.064
```

Summary:
Kohn-Sham gap = 8.80 eV
DFT total energy = -18890.841 eV
spin multiplicity = 1
SMILES = O/C=C\P(F)F
relative energy (zero: lowest compared OMol25 entry of this formula, charge and spin) = 116.9 kcal per mole

No. 2
The following is a DFT calculation (wB97M-V/def2-TZVPD) of C21H23FN9O4STl as an isolated structure.

Geometry as XYZ:
```
60
Properties=species:S:1:pos:R:3:lowdin_charge:R:1
Tl 0.391 0.638 -0.867 0.688
C -0.691 4.046 0.034 -0.130
N -0.948 2.745 0.607 -0.336
C -2.369 2.510 0.766 -0.091
C -0.199 2.557 1.843 -0.221
C -0.317 1.153 2.400 -0.298
C -0.522 0.985 3.768 -0.087
C -0.621 -0.291 4.313 -0.136
C -0.537 -1.388 3.465 -0.132
C -0.347 -1.191 2.097 -0.168
C -0.214 0.071 1.513 -0.233
H -0.994 4.865 0.715 0.079
H -1.234 4.150 -0.906 0.063
H 0.375 4.153 -0.178 0.077
H -2.829 3.236 1.465 0.086
H -2.534 1.505 1.150 0.081
H -2.864 2.600 -0.202 0.059
H -0.507 3.299 2.608 0.111
H 0.852 2.766 1.608 0.114
H -0.608 1.855 4.415 0.089
H -0.770 -0.423 5.379 0.078
H -0.625 -2.394 3.866 0.081
H -0.312 -2.075 1.461 0.077
N -5.065 1.343 -1.954 0.044
C -5.141 2.596 -2.335 -0.614
N -6.364 3.286 -2.249 0.076
N -4.154 3.367 -2.800 0.043
C -2.938 2.843 -2.869 -0.420
N -1.831 2.501 -2.971 0.131
H -5.958 1.032 -1.583 0.037
H -3.801 0.394 -1.747 -0.004
H -7.171 2.707 -2.416 0.062
H -6.350 4.120 -2.814 0.064
S -1.545 0.225 -5.780 0.928
C -0.180 1.254 -5.769 -0.445
C 0.694 0.836 -4.821 -0.279
N 0.329 -0.288 -4.125 -0.021
C -0.825 -0.708 -4.528 -0.514
H -0.117 2.126 -6.399 0.051
H 1.618 1.330 -4.557 0.102
H -1.337 -1.556 -4.096 0.061
N -3.004 -0.311 -1.511 0.061
C -1.956 -0.757 -1.286 -0.177
F 4.482 -6.860 1.437 0.056
C 4.681 -5.568 1.770 -0.192
C 3.833 -4.611 1.366 0.037
N 3.965 -3.296 1.719 0.015
C 3.074 -2.318 1.069 -0.033
C 3.190 -2.322 -0.480 -0.698
O 3.852 -3.253 -0.988 -0.043
O 2.570 -1.387 -1.021 -0.144
C 5.067 -2.869 2.420 -0.465
O 5.308 -1.714 2.713 0.067
N 5.922 -3.893 2.821 0.203
C 5.843 -5.253 2.560 -0.426
O 6.682 -6.032 2.984 0.043
H 2.978 -4.846 0.752 0.151
H 3.297 -1.338 1.474 0.122
H 2.050 -2.565 1.349 0.111
H 6.724 -3.587 3.347 0.155
```

Summary:
total charge = -2
Kohn-Sham gap = 5.70 eV
DFT total energy = -61998.572 eV
spin multiplicity = 1
relative energy (zero: lowest compared OMol25 entry of this formula, charge and spin) = 0.0 kcal per mole

No. 3
The following is a DFT calculation (wB97M-V/def2-TZVPD) of C14H26Cl2O2Os as an isolated structure at a distorted geometry.

Geometry as XYZ:
```
45
Properties=species:S:1:pos:R:3:lowdin_charge:R:1
C 0.469 1.227 -1.845 -0.367
C -0.850 0.753 -2.155 -0.383
C -0.815 -0.690 -2.153 -0.351
C -1.975 1.613 -2.602 -0.110
C 0.556 -1.086 -1.970 -0.345
C 1.339 0.090 -1.759 -0.331
C 2.821 0.137 -1.619 -0.060
C 0.906 2.650 -1.786 -0.076
C -1.899 -1.632 -2.565 -0.076
C 1.091 -2.474 -2.112 -0.071
Os -0.359 -0.023 -0.047 1.401
Cl -3.732 0.064 -0.409 0.058
Cl -1.392 1.882 0.722 0.069
O 0.791 -1.477 0.652 -0.466
H -1.782 2.660 -2.362 0.056
H -2.893 1.301 -2.089 -0.038
H -2.132 1.517 -3.685 0.069
H -2.873 -1.266 -2.224 0.001
H -1.722 -2.625 -2.137 0.065
H -1.919 -1.729 -3.658 0.071
H 0.341 -3.222 -1.827 0.063
H 1.990 -2.606 -1.498 0.063
H 1.367 -2.664 -3.160 0.068
H 3.197 -0.787 -1.163 0.066
H 3.123 0.988 -0.999 0.064
H 3.293 0.245 -2.606 0.067
H 0.090 3.292 -1.452 0.048
H 1.236 2.989 -2.776 0.069
H 1.739 2.756 -1.085 0.066
H 0.409 -2.368 0.547 -0.012
O 1.207 0.975 1.055 -0.526
H 1.730 0.190 1.300 -0.068
C -3.199 -1.683 2.881 -0.115
C -2.017 -0.813 2.456 -0.531
C -0.807 -1.005 3.354 -0.114
C -1.733 -1.045 0.958 -0.505
H -2.954 -2.743 2.750 0.063
H -4.082 -1.460 2.271 0.057
H -3.457 -1.515 3.930 0.054
H -2.327 0.236 2.554 0.077
H -0.506 -2.057 3.383 0.065
H 0.035 -0.401 3.000 0.050
H -1.054 -0.690 4.376 0.056
H -1.754 -2.118 0.740 0.059
H -2.715 -0.621 0.428 -0.299
```

Summary:
total charge = -2
Kohn-Sham gap (alpha / beta) = 3.47 / 4.99 eV
DFT total energy = -46543.100 eV
spin multiplicity = 5
<S²> = 6.0229
relative energy (zero: lowest compared OMol25 entry of this formula, charge and spin) = 0.0 kcal per mole

No. 4
The following is a DFT calculation (wB97M-V/def2-TZVPD) of C14H21F4N2PtSe2 as an isolated structure.

Geometry as XYZ:
```
44
Properties=species:S:1:pos:R:3:lowdin_charge:R:1
Pt 0.010 -0.358 -0.500 0.734
C -1.133 -3.084 -1.139 -0.104
N -1.378 -1.917 -0.268 -0.431
C -2.783 -1.483 -0.425 -0.052
C -1.109 -2.331 1.142 -0.189
C -1.153 -1.145 2.074 -0.224
N -0.593 0.011 1.384 -0.191
C -0.632 1.242 1.999 -0.206
C -0.802 2.434 1.273 -0.212
F -1.013 2.389 -0.067 -0.005
C -0.855 3.678 1.867 -0.219
F -1.022 4.744 1.076 0.103
C -0.774 3.837 3.235 0.082
C -0.642 2.682 3.975 -0.212
F -0.547 2.752 5.305 0.112
C -0.568 1.431 3.389 -0.142
F -0.371 0.381 4.209 0.086
H -1.800 -3.902 -0.855 0.107
H -0.100 -3.407 -1.039 0.091
H -1.344 -2.819 -2.174 0.066
H -3.454 -2.294 -0.130 0.109
H -2.962 -1.224 -1.466 0.095
H -2.964 -0.610 0.196 0.091
H -0.113 -2.777 1.140 0.122
H -1.830 -3.097 1.443 0.138
H -0.625 -1.420 2.987 0.118
H -2.192 -0.936 2.362 0.130
H -0.816 4.811 3.699 0.143
C 1.624 -1.730 -3.499 -0.317
Se 0.209 -0.533 -2.905 0.929
C 1.101 1.162 -3.276 -0.497
C 2.279 1.403 -2.359 -0.473
Se 1.719 1.341 -0.478 1.016
C 3.195 0.268 0.189 -0.324
H 1.807 -1.525 -4.551 0.044
H 1.258 -2.747 -3.390 0.030
H 2.529 -1.598 -2.912 0.029
H 0.323 1.913 -3.134 0.077
H 1.388 1.163 -4.327 0.087
H 2.713 2.388 -2.529 0.085
H 3.059 0.654 -2.485 0.067
H 4.117 0.828 0.049 0.044
H 3.225 -0.683 -0.334 0.027
H 3.017 0.111 1.250 0.038
```

Summary:
total charge = +1
Kohn-Sham gap = 7.60 eV
DFT total energy = -162642.066 eV
spin multiplicity = 1
relative energy (zero: lowest compared OMol25 entry of this formula, charge and spin) = 5.4 kcal per mole

No. 5
The following is a DFT calculation (wB97M-V/def2-TZVPD) of C39H32Cl3N2O7Rb as an isolated structure at a distorted geometry.

Geometry as XYZ:
```
84
Properties=species:S:1:pos:R:3:lowdin_charge:R:1
Rb -0.315 -0.452 -1.661 0.922
O -1.684 1.321 0.601 -0.077
C -2.981 1.710 0.973 -0.366
C -3.981 0.920 0.031 -0.607
O -5.182 0.928 0.296 0.024
O -3.291 0.345 -0.858 -0.057
C -3.147 3.161 0.568 -0.109
C -3.242 3.504 -0.816 0.015
C -3.157 4.831 -1.218 -0.074
C -3.001 5.841 -0.241 -0.134
C -3.123 5.536 1.084 -0.110
C -3.181 4.174 1.502 -0.021
C -3.248 1.346 2.419 -0.131
C -2.267 0.644 3.120 -0.001
C -2.542 0.214 4.417 -0.105
C -3.737 0.511 5.019 -0.142
C -4.727 1.187 4.337 -0.088
C -4.492 1.577 3.007 -0.029
H -1.977 0.717 -0.179 -0.005
H -3.264 2.699 -1.549 0.121
H -3.116 5.124 -2.280 0.098
H -2.919 6.874 -0.565 0.084
H -3.129 6.310 1.859 0.089
H -3.230 3.968 2.562 0.103
H -1.334 0.391 2.596 0.120
H -1.779 -0.352 4.953 0.094
H -3.887 0.154 6.016 0.079
H -5.676 1.414 4.797 0.087
H -5.284 2.020 2.433 0.109
Cl -4.869 -7.212 -0.563 0.563
C -3.496 -6.153 -0.896 -0.692
C -3.014 -5.292 0.075 -0.161
C -2.048 -4.378 -0.284 -0.574
Cl -1.468 -3.298 0.954 0.700
C -1.476 -4.247 -1.580 -0.556
O -0.599 -3.398 -1.881 -0.201
C -2.063 -5.173 -2.511 -0.609
Cl -1.481 -5.149 -4.129 0.661
C -3.071 -6.063 -2.197 -0.185
H -3.404 -5.363 1.077 0.094
H -3.566 -6.641 -2.949 0.086
C 3.183 0.289 -5.037 -0.044
C 2.056 0.923 -4.234 -0.439
O 2.045 0.607 -3.040 -0.061
C 1.121 1.777 -4.912 -0.101
C 1.271 2.085 -6.290 -0.081
C 0.423 2.921 -7.000 -0.142
C -0.643 3.517 -6.292 -0.131
C -0.822 3.268 -4.970 -0.044
C -0.035 2.372 -4.196 -0.413
O -0.384 2.089 -3.037 -0.107
H 3.831 -0.280 -4.360 0.075
H 3.741 1.060 -5.631 0.080
H 2.763 -0.396 -5.774 0.075
H 2.119 1.636 -6.783 0.078
H 0.578 3.117 -8.076 0.080
H -1.367 4.122 -6.801 0.082
H -1.663 3.720 -4.457 0.099
C 5.324 -3.025 1.829 -0.033
N 3.972 -2.581 2.147 -0.120
N 3.736 -1.254 1.770 0.043
C 2.495 -1.199 1.082 -0.380
O 1.907 -0.174 0.765 0.053
C 2.093 -2.583 0.902 0.083
C 2.963 -3.367 1.564 -0.267
C 3.036 -4.828 1.665 -0.021
C 4.225 -0.249 2.662 -0.177
C 4.226 1.083 2.257 -0.002
C 4.678 2.082 3.104 -0.065
C 5.200 1.709 4.341 -0.118
C 5.190 0.403 4.751 -0.101
C 4.684 -0.599 3.919 -0.034
H 5.986 -2.343 2.337 0.073
H 5.480 -3.026 0.734 0.109
H 5.482 -4.029 2.210 0.080
H 1.198 -2.849 0.386 0.072
H 2.094 -5.265 1.344 0.094
H 3.193 -5.115 2.689 0.081
H 3.837 -5.250 1.048 0.088
H 3.882 1.356 1.269 0.120
H 4.576 3.103 2.781 0.103
H 5.627 2.424 5.007 0.086
H 5.543 0.124 5.747 0.101
H 4.606 -1.625 4.246 0.106
```

Summary:
total charge = -2
Kohn-Sham gap = 5.92 eV
DFT total energy = -96501.038 eV
spin multiplicity = 1
relative energy (zero: lowest compared OMol25 entry of this formula, charge and spin) = 0.0 kcal per mole

No. 6
The following is a DFT calculation (wB97M-V/def2-TZVPD) of C41H46Cl5GeHgN2OSi2 as an isolated structure.

Geometry as XYZ:
```
99
Properties=species:S:1:pos:R:3:lowdin_charge:R:1
Hg -0.164 -0.172 0.262 0.852
Cl -3.335 -0.441 -0.358 0.665
C -2.818 1.208 -0.658 -0.698
C -1.481 1.526 -0.474 -0.296
C -1.129 2.832 -0.760 -0.696
Cl 0.539 3.314 -0.554 0.703
C -2.041 3.790 -1.204 -0.704
Cl -1.540 5.408 -1.567 0.639
C -3.380 3.434 -1.360 -0.711
Cl -4.537 4.599 -1.902 0.642
C -3.777 2.128 -1.080 -0.707
Cl -5.437 1.677 -1.260 0.647
C 6.268 1.058 -2.500 -0.017
N 5.035 1.634 -1.973 -0.079
N 4.486 1.046 -0.829 0.054
C 3.083 1.124 -0.886 -0.444
O 2.341 0.812 0.035 -0.061
C 2.800 1.669 -2.196 0.035
C 3.975 1.915 -2.808 -0.271
C 4.230 2.421 -4.186 -0.016
C 5.238 0.925 0.362 -0.189
C 6.289 1.795 0.634 -0.036
C 7.002 1.666 1.819 -0.091
C 6.657 0.688 2.741 -0.099
C 5.595 -0.167 2.468 -0.070
C 4.890 -0.064 1.278 0.000
H 6.955 0.873 -1.681 0.077
H 6.722 1.777 -3.178 0.089
H 6.091 0.122 -3.032 0.091
H 1.805 1.857 -2.569 0.099
H 3.284 2.684 -4.654 0.087
H 4.716 1.658 -4.799 0.084
H 4.872 3.304 -4.166 0.087
H 6.524 2.588 -0.066 0.111
H 7.821 2.344 2.026 0.099
H 7.205 0.599 3.672 0.097
H 5.309 -0.928 3.185 0.106
H 4.058 -0.723 1.067 0.102
C -2.659 0.373 3.126 -0.180
Si -0.827 0.657 3.411 0.334
C -0.537 0.524 5.272 -0.199
C -0.424 2.436 2.978 -0.187
C 0.205 -0.479 2.411 -0.519
Si 0.224 -2.287 2.696 0.324
C -1.363 -3.127 2.172 -0.178
C 0.509 -2.799 4.492 -0.196
C 1.665 -3.034 1.742 -0.187
H -3.268 0.839 3.910 0.027
H -2.892 -0.699 3.102 0.015
H -2.966 0.796 2.163 -0.005
H -1.083 1.315 5.802 0.021
H 0.529 0.627 5.512 0.028
H -0.874 -0.441 5.669 0.005
H -1.043 3.143 3.545 0.029
H -0.591 2.617 1.912 -0.022
H 0.629 2.657 3.190 0.034
H 1.247 -0.128 2.493 -0.001
H -2.178 -2.899 2.872 0.025
H -1.239 -4.216 2.136 0.030
H -1.674 -2.798 1.175 -0.001
H -0.310 -2.455 5.133 0.006
H 1.441 -2.375 4.888 0.027
H 0.565 -3.892 4.576 0.023
H 1.596 -2.784 0.677 -0.024
H 1.688 -4.128 1.834 0.031
H 2.619 -2.642 2.122 0.021
C -0.940 -1.136 -3.310 -0.265
Ge -0.026 -1.885 -1.712 0.844
C -1.011 -3.565 -1.319 -0.352
C -0.330 -4.688 -0.837 -0.131
C -1.014 -5.826 -0.422 -0.104
C -2.404 -5.860 -0.468 -0.113
C -3.100 -4.754 -0.940 -0.099
C -2.408 -3.622 -1.360 -0.152
C 1.705 -2.585 -2.421 -0.249
C 2.849 -2.173 -1.783 -0.132
C 4.141 -2.547 -2.224 -0.086
C 4.289 -3.299 -3.350 -0.055
C 3.145 -3.759 -4.055 -0.173
C 3.279 -4.553 -5.224 -0.057
C 2.182 -5.053 -5.864 -0.101
C 0.891 -4.796 -5.347 -0.084
C 0.731 -4.017 -4.237 -0.044
C 1.847 -3.442 -3.565 -0.160
H -0.914 -1.800 -4.177 -0.003
H -0.452 -0.194 -3.579 0.003
H -1.982 -0.906 -3.067 -0.008
H 0.756 -4.670 -0.782 0.095
H -0.463 -6.686 -0.055 0.095
H -2.940 -6.743 -0.138 0.091
H -4.184 -4.769 -0.969 0.095
H -2.968 -2.763 -1.721 0.051
H 2.758 -1.553 -0.900 0.055
H 5.008 -2.237 -1.655 0.093
H 5.274 -3.579 -3.711 0.102
H 4.278 -4.762 -5.596 0.103
H 2.297 -5.657 -6.757 0.093
H 0.023 -5.227 -5.834 0.098
H -0.259 -3.847 -3.834 0.085
```

Summary:
total charge = -1
Kohn-Sham gap = 6.54 eV
DFT total energy = -187353.814 eV
spin multiplicity = 1
relative energy (zero: lowest compared OMol25 entry of this formula, charge and spin) = 0.1 kcal per mole